No. 1
ORCA calculation (the ωB97M-V functional and the def2-TZVPD basis) on C3H6N2OS in the gas phase.

Geometry (Å):
C: -0.7153 -1.5430 0.0684
N: 0.5450 -1.5043 0.1754
S: 1.5798 -0.2393 -0.1224
C: 0.8421 1.3647 0.2369
C: -0.6125 1.5814 -0.2573
O: -1.4950 0.7215 0.3353
N: -1.6070 -0.5730 -0.2671
H: -1.1854 -2.5220 0.0246
H: 1.4960 2.0142 -0.3181
H: 0.8507 1.5811 1.3135
H: -0.6485 1.3600 -1.3193
H: -0.9349 2.6327 -0.0385
H: -2.5458 -0.8872 -0.0308

Its multiplicity is 1. For the energy relative to the best compared isomer or geometry (same formula, charge and spin), the calculation gives 86.38 kcal per mole. The lowest unoccupied orbital energy comes out at 0.841 eV. As for the SMILES: C1=NSCCON1. As for the HOMO-LUMO gap: 0.331 Eh.

No. 2
ORCA calculation (the ωB97M-V functional and the def2-TZVPD basis) on a molecular structure, C6H15F2N2O10S3Sn.

Geometry (Å):
Sn: -0.4219 2.3623 -0.8125
S: -3.4213 3.5688 -1.7959
O: -2.9747 4.9500 -1.5098
O: -3.3581 2.7874 -0.5330
O: -4.6899 3.4227 -2.4699
O: -2.4234 2.9974 -2.7303
N: -0.0225 -0.0170 -2.4901
S: 1.0540 -0.6809 -3.4273
O: 0.9585 -0.3563 -4.8409
O: 1.5829 -1.9721 -3.0047
F: 2.3106 0.2698 -3.0739
S: -1.3459 -0.6471 -3.3136
O: -1.4929 -2.0822 -3.4541
O: -1.9858 0.2314 -4.2565
F: -2.2129 -0.4048 -1.9679
C: 3.4859 -0.6840 3.8732
O: 2.6311 -1.1700 2.8143
C: 2.9465 -0.6304 1.5337
C: 2.1625 -1.1297 0.3290
N: 0.8290 -0.5533 0.2189
C: -0.0603 -1.1132 1.2234
C: -0.7449 -0.0169 2.0956
O: -1.6816 0.7378 1.3329
C: -2.8963 0.0224 1.0151
H: 3.3489 0.3973 3.9145
H: 4.5028 -1.0326 3.6897
H: 3.0984 -1.1294 4.7876
H: 3.9635 -0.9916 1.3388
H: 3.0407 0.4585 1.5699
H: 2.1634 -2.2222 0.3114
H: 2.6557 -0.7502 -0.5668
H: 0.4601 -0.6345 -0.7148
H: 0.4571 -1.8434 1.8469
H: -0.7767 -1.7568 0.7069
H: 0.0090 0.6489 2.5116
H: -1.2887 -0.5717 2.8641
H: -3.4855 0.0307 1.9371
H: -2.7861 -1.0161 0.7068
H: -3.5912 0.5209 0.3406

Its multiplicity is 1. For the energy relative to the best compared isomer or geometry (same formula, charge and spin), the calculation gives 59.62 kcal per mole. The total charge is -1. The lowest unoccupied orbital energy comes out at 0.385 eV. As for the HOMO-LUMO gap: 0.205 Eh.

No. 3
ORCA calculation (the ωB97M-V functional and the def2-TZVPD basis) on a molecular structure, C43H46CdF10N7O10PS.

Geometry (Å):
Cd: -1.3309 -0.1928 1.3856
C: -4.3491 4.2577 0.4039
N: -2.9185 3.9261 0.2421
C: -2.3654 3.9672 -1.0703
C: -2.9517 2.8103 -1.9121
N: -2.3187 2.8368 -3.2122
C: -3.0405 3.2536 -4.3440
C: -2.7751 4.4769 -4.9504
F: -1.7272 5.1911 -4.5863
C: -3.6108 5.0036 -5.8893
F: -3.3136 6.1939 -6.3942
C: -4.7449 4.3572 -6.3141
F: -5.6460 4.9115 -7.1940
C: -5.0176 3.1308 -5.7932
F: -6.1190 2.4327 -6.1511
C: -4.1566 2.5862 -4.8177
F: -4.5087 1.4262 -4.3351
C: -2.1235 4.6341 1.2081
C: -2.0885 3.9145 2.5981
N: -1.3199 2.7185 2.5326
C: 0.0374 2.8192 2.2988
C: 0.6612 2.5824 1.0646
F: 0.0001 2.1260 -0.0072
C: 1.9982 2.7858 0.8496
F: 2.5358 2.3722 -0.3152
C: 2.8176 3.3130 1.8470
F: 4.1351 3.3858 1.6600
C: 2.2785 3.6219 3.0321
F: 3.1121 3.9927 4.0266
C: 0.9033 3.4258 3.2741
F: 0.4605 3.6940 4.4547
H: -4.5364 5.1155 -0.2503
H: -5.0278 3.4455 0.1755
H: -4.6261 4.4573 1.4696
H: -2.5820 4.8837 -1.5842
H: -1.2945 3.8970 -0.9739
H: -2.7242 1.8427 -1.4470
H: -4.0188 2.9254 -2.1152
H: -1.0463 4.7600 0.7887
H: -2.4212 5.7340 1.2275
H: -1.6970 4.5421 3.3881
H: -3.0802 3.6067 2.9269
O: -3.1552 1.4491 2.8204
C: -1.9650 1.5044 2.4917
S: -3.6075 -1.5560 3.8351
C: -2.3028 -1.6669 3.0591
O: -0.5261 2.3728 -4.3228
N: -1.0170 2.5043 -3.2159
O: -4.2259 -6.8922 0.2157
N: -4.9856 -5.9831 0.3396
O: -6.1993 -6.0371 0.2085
C: -4.4087 -4.6498 0.4087
C: -3.0505 -4.4824 0.3778
C: -2.5103 -3.1913 0.2705
C: -3.4132 -2.0393 0.1203
O: -3.0571 -0.7878 -0.0378
C: -4.7700 -2.3412 0.2275
C: -5.3023 -3.6103 0.3664
N: -5.7553 -1.1662 0.3265
O: -6.5533 -1.2041 1.2312
O: -5.7226 -0.2593 -0.4552
N: -1.1719 -3.0328 0.2328
O: -0.4315 -4.1319 0.0737
O: -0.5249 -1.9528 0.5252
H: -2.3646 -5.2825 0.4515
H: -6.3842 -3.6355 0.4954
O: 1.2719 -0.0398 1.2913
P: 2.3035 -0.8380 0.5494
C: 2.3011 -2.5361 1.2916
C: 2.0613 -2.3488 2.8382
C: 2.7474 -3.4201 3.7410
C: 3.1597 -4.7334 3.1366
C: 4.1047 -4.3956 1.9491
C: 3.3389 -3.5592 0.8287
C: 3.9262 -0.0587 0.6938
C: 4.3023 0.4175 2.1215
C: 5.0754 -0.6636 2.8187
C: 6.3828 -0.9254 2.0556
C: 6.1158 -1.4350 0.6473
C: 5.0771 -0.5597 -0.1058
C: 2.0353 -0.9717 -1.2624
C: 0.7322 -0.1850 -1.6972
C: -0.1527 -0.9815 -2.6076
C: 0.6814 -1.5553 -3.8244
C: 1.8988 -2.3052 -3.2711
C: 2.0548 -2.4017 -1.8001
H: 1.2998 -2.8752 0.9730
H: 0.9702 -2.4274 3.0046
H: 2.4407 -1.4243 3.1536
H: 2.0964 -3.5650 4.5751
H: 3.6372 -2.9225 4.2075
H: 2.2774 -5.3434 2.8853
H: 3.8518 -5.1759 3.8571
H: 4.6320 -5.2668 1.4810
H: 4.8969 -3.8515 2.4426
H: 2.8347 -4.2838 0.1695
H: 4.1962 -3.1861 0.2522
H: 3.7153 0.8517 0.1763
H: 3.3912 0.7275 2.6693
H: 5.0130 1.3207 2.0664
H: 4.4493 -1.5714 2.8185
H: 5.3255 -0.3379 3.8096
H: 7.0037 -1.6167 2.5916
H: 6.9406 0.0126 1.9508
H: 5.7858 -2.4897 0.7273
H: 7.0248 -1.4452 -0.0203
H: 4.7479 -1.1629 -0.9560
H: 5.5728 0.2876 -0.4518
H: 2.8844 -0.4885 -1.7587
H: 1.1288 0.6751 -2.2196
H: 0.1953 0.1541 -0.8056
H: -0.9866 -0.4028 -2.9624
H: -0.5553 -1.8146 -2.0342
H: 0.9594 -0.7353 -4.4715
H: -0.0435 -2.1140 -4.4544
H: 2.7715 -1.8995 -3.7800
H: 1.8655 -3.3912 -3.5645
H: 2.9743 -2.8991 -1.6110
H: 1.2308 -2.9349 -1.3585

Its multiplicity is 2. For the energy relative to the best compared isomer or geometry (same formula, charge and spin), the calculation gives 18.07 kcal per mole. The total charge is -1. The lowest unoccupied orbital energy (spin up / spin down) comes out at 1.720 / 1.721 eV. As for the HOMO-LUMO gap (spin up / spin down): 0.207 / 0.273 Eh.

No. 4
ORCA calculation (the ωB97M-V functional and the def2-TZVPD basis) on 2 unconnected molecules or ions with the total composition C2H2Cl4Si.

Geometry (Å):
C: 0.1704 0.3393 -0.3586
C: -0.6361 -0.6207 -0.2358
Si: 3.9363 0.0114 0.0084
Cl: -2.3125 -0.1904 0.2566
Cl: 4.7084 0.6058 1.7724
Cl: 4.0042 -1.9758 -0.2478
Cl: 4.3448 1.1768 -1.5336
H: -0.0377 1.4610 -0.2816
H: -0.4132 -1.6983 -0.0508

Its multiplicity is 1. For the energy relative to the best compared isomer or geometry (same formula, charge and spin), the calculation gives 151.98 kcal per mole. The lowest unoccupied orbital energy (spin up / spin down) comes out at -2.224 / -3.496 eV. As for the HOMO-LUMO gap (spin up / spin down): 0.197 / 0.105 Eh.

No. 5
ORCA calculation (the ωB97M-V functional and the def2-TZVPD basis) on C3H7NO in the gas phase.

Geometry (Å):
O: 1.5298 0.4822 0.8660
C: 1.1710 -0.5905 0.0381
C: -0.2038 -0.3484 -0.6014
C: -1.1995 0.0857 0.3525
N: -0.4911 1.0520 -0.7750
H: 1.2104 1.2719 0.3837
H: 1.1035 -1.4844 0.6703
H: 1.9181 -0.7778 -0.7445
H: -0.5031 -1.0853 -1.3538
H: -0.8920 0.2666 1.3701
H: -2.2190 -0.2379 0.1439
H: -1.4245 1.3659 -0.3497

Its multiplicity is 1. For the energy relative to the best compared isomer or geometry (same formula, charge and spin), the calculation gives 96.07 kcal per mole. The lowest unoccupied orbital energy comes out at 1.016 eV. As for the SMILES: OC[C@H]1CN1. As for the HOMO-LUMO gap: 0.376 Eh.

Q: Which formula does entry 3 have?
A: C43H46CdF10N7O10PS

Q: Number 1 is which compound?
A: C3H6N2OS

Q: What is the multiplicity in the fifth record?
A: 1

Q: Among the records above, which one has the highest multiplicity?
A: C43H46CdF10N7O10PS